DFT (ωB97M-V/def2-TZVPD) results for C42H97Li3N10O9 as an isolated structure at a distorted geometry.

Each line ends with the Mulliken charge.
Geometry (Å):
O: -1.089 -3.943 7.764  -0.730
O: -6.136 -3.981 -1.150  -0.454
O: 2.586 -3.293 3.331  -1.034
O: 3.829 -2.460 -8.212  -0.503
O: -1.150 3.603 5.014  -0.448
O: -0.229 -7.781 1.474  -0.673
O: 7.010 -0.937 2.644  -0.619
O: 5.409 -7.748 1.515  -0.683
O: 2.735 9.045 -2.040  -0.457
N: -2.249 3.752 5.899  0.383
N: 3.633 -1.906 -6.924  0.347
N: -2.160 -5.356 6.492  -0.396
N: 1.904 7.984 -1.688  0.162
N: 7.339 -8.191 2.501  -0.426
N: 6.827 -9.556 1.055  -0.418
N: -0.004 -9.268 -0.334  -0.362
N: -1.921 -9.097 0.689  -0.415
N: -2.306 -5.713 8.611  -0.378
N: -5.976 -2.590 -1.414  0.068
C: 6.417 -8.455 1.668  0.688
C: 4.440 -0.899 -4.816  -1.139
C: 2.396 -2.968 0.935  -1.024
C: 2.035 -0.919 2.247  -1.201
C: 1.199 -2.085 -7.183  -1.950
C: -5.460 -3.033 -3.843  -1.614
C: -7.729 -2.408 -3.031  -1.970
C: 2.456 -0.051 -7.921  -1.644
C: -3.986 4.216 4.124  -1.805
C: -4.751 -0.082 -2.326  -0.784
C: -5.976 -0.617 -2.996  -1.000
C: 2.159 -0.545 -5.484  -1.309
C: -3.347 4.672 5.469  1.786
C: 1.170 6.048 -0.160  -0.921
C: 2.240 7.183 -0.459  1.631
C: 1.065 7.959 -4.168  -2.009
C: 4.848 -1.452 -6.280  1.306
C: 5.779 -2.737 -6.015  -1.827
C: -4.737 -2.379 0.719  -2.145
C: -4.642 -0.618 -0.858  -1.277
C: 0.940 5.210 -1.434  -0.665
C: -2.947 1.407 5.809  -1.743
C: -3.453 -2.920 -1.354  -1.630
C: 3.338 0.057 -4.808  -0.594
C: -2.500 2.596 6.728  1.435
C: 2.147 8.276 0.651  -1.986
C: 0.697 6.069 -2.696  -1.252
C: 3.056 6.579 -3.519  -1.611
C: 2.364 -1.156 -6.832  1.611
C: -1.380 2.114 7.539  -1.977
C: -3.681 2.865 7.797  -1.113
C: -1.814 -4.940 7.692  0.699
C: -4.488 4.834 6.484  -1.212
C: -2.794 6.055 5.243  -2.072
C: 1.910 -2.523 2.294  0.475
C: 3.579 6.638 -0.335  -1.922
C: 5.742 -0.355 -6.978  -1.658
C: 1.722 7.173 -2.942  1.593
C: -4.911 3.494 7.064  -0.758
C: -0.670 -8.673 0.642  0.616
C: -4.705 -2.128 -0.747  1.583
C: -6.244 -2.206 -2.800  1.570
Li: 1.892 -3.399 6.956  0.939
Li: 2.494 -6.561 2.984  0.915
Li: 5.469 -2.444 4.636  0.891
H: 6.622 -0.097 2.397  0.329
H: -3.265 3.934 3.356  0.380
H: 8.240 -8.465 2.136  0.213
H: -4.576 3.301 4.176  0.306
H: -4.100 -1.675 1.255  0.420
H: 1.780 -0.439 1.301  0.347
H: -5.793 -2.885 -4.870  0.433
H: 3.279 -2.526 0.475  0.313
H: 0.331 -1.487 -7.462  0.380
H: -4.894 0.997 -2.384  0.411
H: 3.070 0.382 -3.803  0.407
H: -2.301 1.332 4.934  0.330
H: -0.988 2.959 8.105  0.467
H: -5.795 3.546 7.699  0.391
H: -5.387 5.328 6.116  0.469
H: -2.584 -2.741 -0.721  0.453
H: 0.339 6.636 0.230  0.386
H: -2.177 -9.934 0.184  0.219
H: 7.223 -7.321 3.001  0.218
H: 2.860 9.099 0.700  0.383
H: -3.489 -3.981 -1.602  0.338
H: 0.693 7.385 -5.017  0.397
H: -4.010 1.395 5.566  0.307
H: -3.380 3.687 8.447  0.331
H: -2.286 -8.945 1.618  0.238
H: 3.152 6.321 -4.574  0.396
H: 1.147 8.709 0.635  0.482
H: 3.439 5.745 -2.930  0.276
H: -8.024 -3.449 -2.901  0.379
H: 5.798 -0.653 -8.025  0.396
H: 5.283 0.630 -6.906  0.324
H: -1.724 -4.786 5.781  0.216
H: 3.589 1.030 -5.232  0.292
H: 1.006 -9.248 -0.345  0.215
H: 0.031 4.609 -1.403  0.395
H: -3.814 -0.196 -2.871  0.342
H: -4.549 -3.421 0.976  0.352
H: -0.672 4.428 5.132  0.336
H: -3.186 -2.519 -2.332  0.399
H: -5.334 -4.227 -1.617  0.401
H: 4.320 7.405 -0.561  0.389
H: -5.402 2.886 6.305  0.332
H: 0.241 8.588 -3.831  0.446
H: -2.838 0.460 6.337  0.481
H: -5.726 -2.017 1.000  0.497
H: -8.348 -1.790 -2.380  0.439
H: -0.502 1.802 6.974  0.364
H: 1.785 4.531 -1.546  0.311
H: 1.847 -1.408 -4.896  0.369
H: 3.612 5.686 -0.866  0.345
H: 1.264 0.076 -5.438  0.509
H: 0.843 -2.680 2.455  0.150
H: 1.682 -2.583 0.207  0.326
H: 0.979 -2.739 -6.340  0.406
H: 5.313 -3.506 -5.399  0.387
H: 7.657 -10.062 1.332  0.205
H: 3.544 -3.375 -8.163  0.346
H: -4.453 -2.616 -3.827  0.369
H: -4.153 5.502 7.278  0.403
H: 1.336 -2.699 -8.073  0.449
H: -1.617 1.308 8.233  0.390
H: 6.768 -0.426 -6.617  0.429
H: 4.234 -1.745 -4.160  0.386
H: 1.855 8.615 -4.531  0.459
H: -3.669 -0.224 -0.566  0.425
H: 3.082 -0.618 2.206  0.263
H: 2.193 7.891 1.669  0.432
H: -2.260 6.159 4.299  0.459
H: -5.468 -4.114 -3.710  0.341
H: 3.836 6.462 0.709  0.488
H: -3.962 1.902 8.223  0.475
H: 2.556 -4.037 0.801  0.228
H: 7.955 -0.783 2.609  0.320
H: 2.238 -0.476 -8.900  0.378
H: -2.164 -5.368 9.549  0.239
H: 6.753 -2.443 -5.623  0.400
H: 0.534 5.438 -3.570  0.408
H: 6.238 -9.798 0.272  0.222
H: 1.461 5.304 0.581  0.265
H: -5.841 -0.425 -4.060  0.346
H: -2.859 -6.058 6.292  0.182
H: -2.067 6.267 6.026  0.466
H: -3.585 6.805 5.262  0.398
H: 5.288 -0.436 -4.311  0.358
H: -7.897 -2.147 -4.076  0.411
H: 3.378 0.514 -8.063  0.299
H: -5.318 -0.168 -0.130  0.481
H: 1.690 -0.348 3.109  0.315
H: -0.270 6.516 -2.468  0.408
H: 1.728 0.721 -7.673  0.401
H: 2.078 9.742 -2.097  0.369
H: 3.862 7.304 -3.411  0.405
H: -2.841 -6.521 8.328  0.191
H: -4.606 4.956 3.616  0.438
H: -6.792 0.018 -2.651  0.414
H: -0.436 -9.995 -0.886  0.188
H: 5.976 -3.166 -6.997  0.443

- DFT total energy (Eh) = -2904.9903
- charge = +2
- lowest unoccupied orbital energy (eV) = -7.09
- highest occupied orbital energy (eV) = -10.21
- gap between HOMO and LUMO (eV) = 3.12